No. 1
{
  "formula": "C20H46Cl10F6N3O6",
  "method": "ωB97M-V/def2-TZVPD",
  "elements": ["N", "H", "H", "H", "H", "N", "H", "H", "H", "H", "N", "H", "H", "H", "H", "O", "C", "C", "O", "H", "H", "H", "H", "C", "C", "O", "C", "O", "C", "F", "F", "F", "H", "H", "H", "H", "H", "C", "C", "O", "C", "O", "C", "F", "F", "F", "H", "H", "H", "H", "H", "Cl", "C", "C", "Cl", "H", "H", "H", "H", "Cl", "C", "C", "Cl", "H", "H", "H", "H", "Cl", "C", "C", "Cl", "H", "H", "H", "H", "Cl", "C", "C", "Cl", "H", "H", "H", "H", "Cl", "C", "C", "Cl", "H", "H", "H", "H"],
  "xyz": [[4.397, 0.034, -1.869], [4.335, 0.933, -2.326], [4.772, -0.678, -2.479], [3.434, -0.099, -1.595], [4.940, 0.130, -1.023], [0.465, 1.333, -2.998], [0.949, 2.130, -3.386], [1.110, 0.697, -2.552], [-0.142, 0.856, -3.650], [-0.025, 1.544, -2.141], [1.228, 3.558, 0.246], [1.583, 3.623, 1.189], [0.856, 4.486, 0.103], [0.507, 2.861, 0.127], [1.929, 3.399, -0.463], [1.785, -0.244, -1.246], [1.016, -0.174, -0.034], [-0.463, 0.343, -0.026], [-0.626, 1.695, -0.438], [1.518, 0.506, 0.654], [1.242, -1.098, 0.498], [-0.759, 0.190, 1.012], [-1.155, -0.300, -0.570], [-2.427, -1.906, -2.233], [-3.548, -1.086, -2.794], [-3.517, -0.940, -4.231], [-2.624, -0.184, -4.898], [-1.689, 0.509, -4.336], [-2.745, -0.287, -6.389], [-2.886, 0.989, -6.847], [-1.571, -0.781, -6.831], [-3.789, -1.061, -6.777], [-2.460, -2.060, -1.155], [-1.474, -1.519, -2.595], [-2.357, -2.837, -2.795], [-3.409, -0.102, -2.347], [-4.470, -1.588, -2.500], [3.744, -2.552, 2.862], [3.648, -1.029, 2.657], [4.888, -0.371, 3.000], [5.720, 0.129, 2.023], [5.520, 0.032, 0.815], [7.081, 0.673, 2.579], [8.070, -0.123, 2.232], [7.293, 1.800, 1.921], [6.994, 0.835, 3.879], [4.273, -3.137, 2.110], [2.725, -2.927, 2.957], [4.166, -2.737, 3.850], [2.971, -0.568, 3.376], [3.211, -0.734, 1.703], [-5.468, 2.365, -2.183], [-3.698, 2.884, -2.155], [-3.326, 4.044, -1.253], [-4.111, 5.563, -1.824], [-3.460, 3.163, -3.182], [-3.106, 1.995, -1.935], [-2.253, 4.227, -1.305], [-3.583, 3.831, -0.216], [-4.785, 2.632, 2.004], [-3.958, 1.194, 1.479], [-4.863, 0.039, 1.013], [-4.006, -1.511, 1.058], [-3.456, 0.864, 2.389], [-3.250, 1.422, 0.682], [-5.276, 0.273, 0.032], [-5.739, 0.002, 1.660], [-0.850, 3.571, 4.332], [-0.752, 2.125, 3.332], [0.588, 1.405, 3.522], [2.040, 2.364, 3.118], [-0.904, 2.431, 2.297], [-1.677, 1.592, 3.553], [0.480, 0.616, 2.778], [0.763, 0.905, 4.475], [0.410, -1.902, 4.355], [-1.233, -2.346, 3.617], [-2.239, -2.674, 4.761], [-2.913, -1.077, 5.287], [-1.086, -3.247, 3.021], [-1.566, -1.485, 3.038], [-1.903, -3.328, 5.566], [-3.049, -3.301, 4.389], [0.028, -4.862, -2.314], [1.331, -3.664, -2.377], [2.195, -3.733, -1.139], [3.229, -5.222, -1.134], [0.869, -2.680, -2.459], [1.884, -3.881, -3.291], [1.576, -3.860, -0.251], [2.881, -2.895, -1.014]],
  "forces_ev_per_angstrom": [[1.1, 0.4, -0.3], [0.4, 0.9, -0.6], [0.0, -0.2, -0.2], [-2.7, -1.0, 0.9], [0.5, 0.0, 0.5], [0.2, 0.1, -1.0], [0.1, 0.3, -0.1], [1.6, -1.4, 0.8], [-0.1, 0.1, -0.3], [-1.4, 1.1, 1.5], [0.3, 2.1, 0.6], [0.6, -0.7, 0.4], [-0.4, 0.4, -0.6], [-1.9, -2.0, -0.3], [1.2, -0.3, -0.6], [-0.8, 0.3, 0.1], [1.3, 0.5, -1.0], [0.7, 0.5, -0.5], [0.6, -0.7, 0.2], [0.2, 0.9, 0.2], [-1.1, -0.9, 0.2], [-0.2, 0.1, 0.7], [0.1, -0.3, -0.4], [1.3, -1.0, -1.9], [0.8, 0.7, 1.2], [0.8, 0.5, -1.6], [2.5, 1.2, 5.7], [-4.6, -3.0, -2.9], [-0.2, 0.6, -0.7], [-0.1, -1.3, -0.2], [-1.0, 0.1, -0.3], [1.4, 1.0, 0.0], [-0.1, 0.1, -0.3], [0.2, 0.7, 0.8], [-0.6, -0.7, 0.5], [-0.7, 0.2, -0.1], [-0.3, 0.6, -0.6], [-0.4, 0.7, 0.5], [-0.6, -0.3, 0.2], [2.1, 1.3, -1.7], [-1.8, -2.4, -0.8], [0.4, 0.5, 2.3], [-2.0, -0.2, -1.3], [0.5, -0.9, 0.5], [0.2, 1.2, 0.4], [0.7, 0.3, 0.4], [0.1, 0.4, -0.1], [-0.1, 0.0, -0.3], [0.3, 0.0, -0.1], [-0.1, -0.4, 0.2], [0.7, 0.0, -0.3], [1.1, 0.4, 0.3], [0.0, -0.1, -0.7], [-0.4, -0.3, 0.0], [0.1, -0.3, 0.3], [-0.2, -0.1, 0.0], [0.0, 0.1, 0.4], [-0.1, -0.3, -0.1], [-0.2, 0.3, -0.1], [-0.8, 0.7, -0.2], [0.7, -1.6, 0.0], [-0.9, 1.5, 0.4], [0.0, 0.1, -0.1], [0.3, -0.2, -0.3], [0.2, 0.2, 0.2], [0.4, -0.4, -0.2], [0.2, -0.4, 0.2], [-0.1, 0.8, 0.4], [0.3, 0.6, 0.0], [-1.3, -0.9, -0.7], [-0.2, -0.1, 0.3], [0.4, 0.0, -0.2], [0.6, -0.8, 0.4], [0.7, -0.2, -0.1], [-0.2, 0.5, 0.1], [-1.0, -0.3, -0.5], [0.2, -0.7, 1.6], [-0.1, 0.4, -1.2], [0.1, -0.8, 0.4], [0.2, 0.3, -0.1], [0.1, -0.3, 0.0], [0.7, 0.8, 0.3], [-0.3, 0.6, -0.6], [-0.3, -0.3, 0.1], [0.3, 0.3, -0.1], [0.1, -0.6, 0.3], [0.0, 0.2, -0.1], [0.1, 0.0, 0.2], [0.1, 0.1, 0.2], [0.0, 0.3, -0.1], [-0.3, 0.1, -0.2]],
  "energy_ev": -179766.8149,
  "s_squared": 0.75,
  "multiplicity": 2,
  "homo_ha": [-0.115, -0.292]
}

No. 2
{
  "formula": "C20H46N7O4",
  "method": "ωB97M-V/def2-TZVPD",
  "elements": ["C", "C", "C", "C", "C", "N", "N", "C", "N", "N", "C", "C", "N", "H", "H", "H", "H", "H", "H", "H", "H", "H", "H", "H", "H", "H", "H", "H", "H", "C", "O", "C", "C", "N", "C", "C", "O", "C", "H", "H", "H", "H", "H", "H", "H", "H", "H", "H", "H", "H", "H", "H", "H", "C", "O", "C", "C", "N", "C", "C", "O", "C", "H", "H", "H", "H", "H", "H", "H", "H", "H", "H", "H", "H", "H", "H", "H"],
  "xyz": [[-0.395, 1.581, -0.006], [-0.996, 2.441, 0.792], [-1.965, 3.584, 1.413], [-3.118, 4.019, 0.360], [-4.538, 3.535, 0.989], [-5.119, 2.315, 0.336], [-4.539, 1.553, -0.660], [-6.346, 1.919, 0.764], [-7.047, 0.720, 0.178], [-7.071, 2.634, 1.829], [-7.893, 3.788, 1.311], [-7.752, 4.059, -0.276], [-7.228, 5.219, -0.700], [0.252, 0.903, -0.661], [-2.356, 3.204, 2.423], [-1.341, 4.532, 1.633], [-2.933, 3.645, -0.713], [-3.158, 5.179, 0.289], [-4.495, 3.402, 2.147], [-5.267, 4.433, 0.832], [-3.517, 1.453, -0.551], [-4.818, 1.846, -1.610], [-7.191, 0.894, -0.837], [-6.363, -0.073, 0.202], [-7.768, 1.967, 2.234], [-7.642, 4.726, 1.955], [-9.017, 3.575, 1.521], [-8.100, 3.291, -1.056], [-6.963, 5.763, 0.142], [-0.042, -2.865, 4.741], [1.126, -2.231, 4.240], [2.244, -3.108, 4.080], [2.492, -3.433, 2.601], [1.447, -4.299, 2.056], [1.399, -4.360, 0.593], [1.272, -3.048, -0.203], [0.003, -2.404, -0.097], [-0.207, -1.707, 1.120], [-0.727, -2.085, 5.081], [-0.551, -3.434, 3.956], [0.185, -3.520, 5.583], [2.143, -4.019, 4.685], [3.114, -2.568, 4.458], [3.461, -3.931, 2.499], [2.546, -2.478, 2.069], [0.543, -3.987, 2.390], [0.537, -4.987, 0.340], [2.289, -4.897, 0.244], [1.377, -3.305, -1.261], [2.082, -2.340, 0.008], [0.698, -1.210, 1.477], [-0.599, -2.392, 1.872], [-0.972, -0.946, 0.953], [5.731, -1.947, -5.051], [5.565, -2.410, -3.719], [6.587, -1.977, -2.817], [6.074, -0.875, -1.880], [5.855, 0.382, -2.594], [5.036, 1.362, -1.877], [3.638, 0.945, -1.385], [2.671, 0.756, -2.420], [2.803, -0.462, -3.137], [5.081, -2.542, -5.696], [5.427, -0.900, -5.147], [6.761, -2.064, -5.393], [7.498, -1.669, -3.345], [6.847, -2.845, -2.209], [6.804, -0.713, -1.081], [5.152, -1.248, -1.424], [5.413, 0.191, -3.486], [4.909, 2.213, -2.557], [5.613, 1.730, -1.020], [3.252, 1.770, -0.779], [3.661, 0.076, -0.717], [3.096, -1.295, -2.493], [3.512, -0.331, -3.953], [1.838, -0.701, -3.588]],
  "forces_ev_per_angstrom": [[-2.8, 4.6, 4.1], [1.8, -3.3, -4.4], [1.8, -0.6, -0.9], [-0.4, 0.0, 1.0], [0.4, 2.5, 0.0], [-3.4, -0.2, 2.1], [0.6, -0.2, -0.7], [-0.4, -0.5, -0.2], [2.1, 1.4, 0.7], [0.3, -1.7, -2.4], [-1.2, 1.2, -0.3], [1.5, 3.2, 0.3], [-1.6, -4.0, 1.5], [-1.2, 1.3, 1.4], [0.4, 0.6, -1.7], [-0.7, -1.8, -0.3], [-0.3, 0.4, 1.9], [0.1, -2.1, 0.2], [0.0, -0.1, -2.2], [1.1, -1.9, 0.1], [-0.7, 0.3, 0.0], [0.4, 0.1, 0.8], [0.1, 0.0, 0.9], [-0.6, 0.8, -0.1], [1.1, 0.4, -0.7], [-0.3, -1.5, -1.5], [1.9, 0.2, -0.3], [0.4, 1.2, 1.3], [-0.3, -0.1, -0.5], [0.1, 0.3, -0.2], [-0.1, -0.4, 0.2], [0.2, 0.2, -0.5], [-0.4, -0.1, 0.4], [0.0, 0.3, -0.1], [-0.2, 0.0, 0.1], [-0.1, -0.3, -0.2], [0.3, 0.1, 0.0], [-0.3, -0.2, -0.2], [0.1, 0.0, 0.0], [-0.1, -0.2, 0.1], [0.0, -0.1, 0.0], [-0.2, 0.1, -0.2], [0.0, 0.0, 0.0], [0.0, 0.0, 0.0], [0.2, 0.1, 0.0], [0.2, 0.0, 0.0], [0.1, 0.1, -0.1], [0.0, 0.1, 0.0], [-0.1, 0.0, 0.1], [-0.1, 0.0, 0.2], [0.0, -0.1, 0.1], [0.1, 0.1, 0.3], [0.1, 0.0, -0.1], [-0.3, -0.2, 0.2], [0.4, 0.2, -0.2], [-0.3, 0.1, 0.4], [0.2, -0.1, -0.6], [-0.3, -0.1, 0.1], [0.0, 0.0, -0.2], [0.0, 0.4, -0.1], [0.1, -0.1, 0.4], [-0.2, 0.2, -0.2], [0.0, 0.0, 0.1], [0.1, 0.1, -0.1], [0.0, 0.0, 0.0], [-0.2, 0.1, -0.1], [0.0, 0.0, 0.0], [0.0, 0.0, 0.0], [0.0, -0.2, 0.1], [0.1, 0.0, 0.1], [0.0, 0.0, 0.2], [-0.1, -0.1, 0.0], [0.0, 0.0, -0.1], [0.1, -0.1, -0.1], [0.1, 0.0, 0.0], [0.1, -0.3, 0.0], [0.0, 0.1, 0.1]],
  "energy_ev": -40090.6806,
  "charge": 1,
  "homo_ha": -0.372
}